ORCA calculation (ωB97M-V/def2-TZVPD) on a molecular structure, C22H42N4O7P2SV in a non-equilibrium geometry.

Atoms and positions in Å:
V 0.661 -0.157 0.579
C 1.788 -2.127 0.644
C 2.474 -1.297 -0.320
C 2.916 -0.139 0.387
C 2.523 -0.337 1.760
C 1.887 -1.584 1.928
C 1.498 -2.271 3.217
C 1.401 -1.283 4.379
C 2.622 -3.274 3.523
C 0.180 -3.032 3.057
C 3.740 1.107 0.038
C 5.201 0.823 0.422
C 3.255 2.302 0.878
C 3.664 1.562 -1.417
C 2.813 -1.859 -1.711
C 4.347 -1.910 -1.822
C 2.207 -1.109 -2.903
C 2.338 -3.316 -1.828
H 1.319 -3.067 0.408
H 2.713 0.368 2.553
H 2.349 -0.772 4.554
H 1.148 -1.819 5.294
H 0.635 -0.527 4.212
H 3.580 -2.767 3.650
H 2.726 -4.006 2.722
H 2.398 -3.811 4.446
H -0.636 -2.370 2.765
H -0.084 -3.509 4.002
H 0.265 -3.824 2.311
H 5.280 0.574 1.481
H 5.814 1.706 0.237
H 5.620 -0.003 -0.149
H 3.401 2.153 1.947
H 2.199 2.520 0.694
H 3.829 3.186 0.600
H 4.069 0.845 -2.122
H 4.243 2.481 -1.524
H 2.638 1.790 -1.715
H 4.799 -0.929 -1.934
H 4.623 -2.497 -2.699
H 4.787 -2.388 -0.945
H 2.214 -0.032 -2.805
H 1.175 -1.422 -3.062
H 2.764 -1.366 -3.806
H 2.824 -3.966 -1.100
H 2.598 -3.682 -2.821
H 1.257 -3.405 -1.718
C -3.348 2.647 2.097
C -1.852 2.575 1.800
O -1.198 3.798 2.146
P -0.998 1.301 2.776
O 0.463 1.868 2.945
O -1.609 1.269 4.224
O -0.924 -0.031 2.099
P -1.532 2.240 0.017
O -2.616 1.127 -0.377
O -1.687 3.486 -0.751
O -0.165 1.532 -0.031
H -3.499 2.993 3.119
H -3.833 1.679 1.969
H -3.818 3.362 1.421
H -1.342 4.426 1.421
H 0.510 2.838 2.929
H -2.193 0.530 4.433
H -3.403 1.525 -0.767
C -2.284 1.682 -4.860
C -2.247 0.572 -3.884
N -3.101 -0.398 -3.780
N -2.629 -1.148 -2.759
C -1.503 -0.672 -2.214
S -0.746 -1.498 -0.918
N -1.256 0.445 -2.935
N -0.128 1.289 -2.915
H -3.156 1.563 -5.496
H -1.385 1.674 -5.477
H -2.351 2.646 -4.354
H -3.115 -1.979 -2.463
H 0.262 1.209 -1.969
H -0.498 2.242 -2.930

Results
Net charge: +1
Multiplicity: 3
Frontier orbital gap (spin up / spin down): 0.291 / 0.329 Ha
Relative energy (zero: lowest compared OMol25 entry of this formula, charge and spin): 75.7 kJ/mol
LUMO level (spin up / spin down): -3.3 / -2.5 eV